C11H23BF4NO2P2Ti | ωB97M-V/def2-TZVPD

ORCA input file:
```
! wB97M-V def2-TZVPD RIJCOSX def2/J DEFGRID3
* xyz 1 3
Ti 0.0123 0.0160 -0.6818
P -1.7780 1.5330 0.1027
C -0.6350 2.8439 -0.4991
C 0.7305 2.7778 0.0902
N 1.2714 1.5436 0.0151
C 2.5073 1.3257 0.5016
C 3.2739 2.4355 0.9073
C 2.7687 3.7367 0.8633
C 1.4613 3.9238 0.4461
C 3.0498 -0.0715 0.4467
P 2.1240 -1.2469 -0.5935
H 0.9717 4.8707 0.3198
H 4.2784 2.2521 1.2039
H 3.3902 4.5887 1.1222
H 4.0557 -0.0901 0.0288
H 3.1109 -0.5369 1.4344
H -0.5116 2.7638 -1.5909
H -1.1332 3.7750 -0.2683
H 0.3316 0.2292 -3.4458
O -0.1040 0.8863 -2.8199
H -0.0994 1.7497 -3.3504
H 0.2302 -2.0180 -3.0810
O 0.5583 -1.4847 -3.8493
H 0.5313 -2.0061 -4.6610
C 3.0070 -1.1064 -2.1830
H 4.0304 -1.4683 -2.0097
H 2.4799 -1.7069 -2.9409
H 3.0655 -0.0683 -2.5552
C 2.3387 -2.8752 0.0961
H 1.7767 -3.6499 -0.4498
H 3.4106 -3.1251 0.0526
H 2.0130 -2.9361 1.1467
C -2.0875 1.8746 1.8764
H -2.7863 2.7217 1.9020
H -2.5599 1.0136 2.3747
H -1.1769 2.1289 2.4387
C -3.3724 1.7686 -0.6988
H -3.9570 0.8591 -0.5193
H -3.8863 2.6139 -0.2310
H -3.3162 1.9273 -1.7802
F -0.3304 -0.9235 1.0966
B -1.7843 -2.1206 1.4590
F -2.7413 -1.1700 1.2862
F -1.4357 -2.8987 0.3909
F -1.5711 -2.6970 2.6688
*
```

Computed properties:
**HOMO-LUMO gap (alpha / beta)**: 6.94 / 8.62 eV
**E_HOMO (alpha / beta)**: -9.96 / -11.60 eV
**Energy above the lowest of the compared OMol25 structures with the same formula, charge and spin**: 0.000 eV

H2N2OS | ωB97M-V/def2-TZVPD

ORCA input file:
```
! wB97M-V def2-TZVPD RIJCOSX def2/J DEFGRID3
* xyz 0 1
N 0.9046 -1.3936 -0.0523
N 1.5543 -0.4565 -0.0147
S 2.3192 0.8870 0.0983
O -1.6759 0.5972 0.1836
H -2.2998 -0.0950 -0.2002
H -0.8024 0.4608 -0.0148
*
```

Computed properties:
**HOMO-LUMO gap**: 10.47 eV
**E_HOMO**: -10.31 eV
**Energy above the lowest of the compared OMol25 structures with the same formula, charge and spin**: 0.197 eV
**SMILES string**: N#[N+][S-].O

C3H4N2O2 | ωB97M-V/def2-TZVPD

ORCA input file:
```
! wB97M-V def2-TZVPD RIJCOSX def2/J DEFGRID3
* xyz 0 1
O -2.3986 0.6366 0.1652
C -1.1682 0.1149 0.0156
N -0.1299 0.9292 0.3117
C 0.9904 0.2665 0.1553
O 2.2291 0.8404 0.3495
C 1.1750 -1.0156 -0.2837
N -0.9663 -1.1057 -0.3852
H -2.2641 1.5152 0.5609
H 2.5893 1.0724 -0.5177
H 1.7837 -1.7004 0.3333
H -1.8403 -1.5536 -0.7050
*
```

Computed properties:
**HOMO-LUMO gap**: 8.96 eV
**E_HOMO**: -9.10 eV
**Energy above the lowest of the compared OMol25 structures with the same formula, charge and spin**: 4.690 eV

The calculation returns the following E_tot values, one per record and in order: -2594.73925 -584.09889 -376.59143 hartree.